{"formula": "C4H10N3O", "method": "ωB97M-V/def2-TZVPD", "total_charge": 1, "homo_lumo_gap_ev": [7.2941, 7.5362], "largest_force_ev_per_a": 4.44, "de_lowest_kcal_mol": 119.7, "lumo_energy_ev": [-6.134, -5.876], "elements": ["C", "C", "C", "C", "N", "N", "N", "O", "H", "H", "H", "H", "H", "H", "H", "H", "H", "H"], "xyz": [[-0.7894, -1.4912, 0.0639], [-2.0888, -2.0519, 0.0218], [1.7002, 0.2011, 0.6895], [0.6749, 0.4839, -0.3680], [-0.5343, -0.3562, -0.4696], [0.3568, 1.9513, -0.2024], [-2.9264, -0.2053, -1.0269], [-3.1090, -1.4518, -0.4973], [0.0139, -1.8441, 0.6871], [-2.4054, -3.0437, 0.5276], [1.2036, 0.0610, 1.6099], [2.1898, -0.8789, 0.5568], [2.5918, 0.8889, 0.6964], [1.2466, 0.4107, -1.2479], [-3.8835, 0.1544, -1.2949], [0.2531, 2.0108, 0.8091], [-1.4774, 0.1265, -0.9760], [0.9362, 2.6762, -0.6020]], "forces_ev_per_a": [[0.494, 0.337, 0.903], [-0.246, -2.442, 1.222], [2.048, -3.921, -0.379], [1.658, 2.872, 0.163], [-1.248, 3.057, -1.466], [-2.023, -2.423, 0.703], [-1.587, -0.544, -0.270], [-0.366, 2.035, -0.727], [-0.079, -1.062, 0.146], [0.878, 1.857, -1.057], [-0.249, 0.574, 1.618], [-0.872, 2.016, -0.019], [-1.436, -0.467, 0.004], [0.005, -0.381, -1.802], [1.076, -0.899, 0.459], [0.062, 1.045, -0.393], [1.599, -1.046, 0.986], [0.286, -0.608, -0.088]]}